Computed, not measured: a cluster of 7 separate species, C48H79BBrClN10O5P in total, with ωB97M-V/def2-TZVPD.

```
146
Properties=species:S:1:pos:R:3:forces:R:3:lowdin_charge:R:1
C -0.965282 -3.628390 0.163346 -0.176 0.446 -0.805 -0.10
C 0.245020 -2.531529 0.027740 0.411 0.540 -0.160 -0.20
C -0.424889 -0.996413 -0.094243 -1.771 -2.388 -0.454 -0.31
C -0.978484 -0.794144 -1.661119 0.900 0.762 1.125 -0.05
N 0.531929 0.098275 0.340525 -0.361 1.272 1.669 0.02
C 1.837771 0.064752 -0.482264 0.512 1.098 -2.034 -0.08
C 1.968960 1.501118 -1.335037 0.142 -0.166 -0.386 -0.12
C 3.507603 2.031798 -1.497234 -1.023 1.863 -0.205 -0.20
O 3.823064 2.186809 -2.946044 -0.991 -0.135 1.211 -0.15
C 0.267194 1.050066 1.339507 -0.182 0.225 0.018 -0.04
N 1.339446 1.994872 1.782987 -1.767 -2.939 1.165 -0.05
C 2.544406 1.357710 2.429265 1.650 -2.342 0.495 -0.18
C 3.996495 1.993731 1.983539 0.641 -0.164 1.009 -0.12
C 5.137848 0.813649 1.659402 0.409 1.298 -0.594 -0.21
O 6.146572 0.706640 2.757830 -2.830 0.184 -0.248 -0.12
C 0.934000 3.110333 2.665626 0.499 1.499 1.063 -0.38
P 0.823449 4.658938 1.511466 -0.626 -0.280 -2.017 0.71
N -0.126564 4.461770 0.222665 0.626 -1.056 1.327 -0.31
C -0.358549 2.853446 3.678513 1.204 1.221 0.551 -0.46
Cl -1.457425 4.339299 3.213991 0.029 -1.742 0.400 0.71
C 0.176934 3.307386 5.141882 0.028 1.904 1.508 -0.33
C -0.931019 3.647341 6.322229 -0.848 0.897 0.094 -0.12
C 1.407612 2.524140 5.853335 1.720 0.254 0.920 -0.24
C 1.403410 2.531403 7.524219 0.009 -1.224 -0.372 -0.14
C -1.133153 1.437856 3.439350 1.139 -0.152 1.219 -0.26
B -2.660879 1.334387 4.121229 -3.812 0.637 0.778 -0.44
C -3.686463 0.018420 3.930498 0.270 -1.033 -0.209 -0.04
O -3.374688 2.383724 4.863468 1.197 -1.039 -2.608 0.00
C -0.390838 0.105984 4.133089 0.725 -0.924 -0.810 -0.45
Br -0.907431 -0.104828 6.096754 0.427 0.927 -1.184 0.85
C -0.721143 -1.334924 3.417479 0.226 -1.259 -0.218 -0.24
C -0.939036 -2.592444 4.461494 0.594 -1.247 -1.040 -0.19
N -1.129003 1.171955 1.985698 4.063 0.675 -1.359 -0.03
C -2.226015 1.417237 1.091039 -1.225 -2.091 -4.340 -0.11
C -3.270313 2.616216 1.026079 -7.953 1.553 2.350 -0.24
O -4.538446 2.379704 1.474061 8.529 1.086 -2.454 0.00
O -3.125615 3.977754 0.441364 0.757 -4.884 0.081 -0.02
H -1.956917 -3.081059 -0.212290 1.973 -1.380 1.003 0.09
H -0.768721 -4.495584 -0.602190 -0.385 1.595 1.728 0.10
H -1.105333 -4.058421 1.247771 0.293 0.977 -2.224 0.08
H 0.838290 -2.741521 -0.971257 -1.115 0.378 2.109 0.11
H 1.024484 -2.569681 0.925718 -1.731 0.006 -1.901 0.10
H -1.392912 -1.109042 0.548929 2.121 0.953 -0.720 0.11
H -2.075878 -1.226100 -1.775519 2.557 0.886 0.153 0.11
H -0.185005 -1.328247 -2.335721 -1.892 1.088 0.904 0.08
H -0.958925 0.379969 -1.837852 -0.229 -2.515 -0.042 0.09
H 2.785654 -0.200273 0.130778 -1.878 0.707 -0.778 0.11
H 1.788001 -0.737312 -1.364933 -0.395 1.485 2.516 0.14
H 1.309909 2.357464 -0.888386 1.231 -1.675 -0.587 0.09
H 1.562780 1.323451 -2.443554 0.843 0.182 2.468 0.13
H 3.521217 3.144561 -1.063685 0.140 -2.454 -0.614 0.13
H 4.318018 1.402046 -0.937153 -1.552 1.026 -1.534 0.11
H 3.078580 2.691962 -3.385807 1.187 -0.757 0.985 0.11
H 2.458586 0.182370 2.224238 0.573 2.531 0.131 0.13
H 2.543108 1.389095 3.622990 -0.568 0.254 -2.611 0.12
H 4.438338 2.561069 2.937076 -0.984 -1.110 -2.101 0.13
H 3.934510 2.807892 1.141976 -0.116 -1.839 1.486 0.10
H 5.749199 1.182098 0.712862 -1.150 -0.900 2.093 0.13
H 4.642922 -0.207658 1.381120 0.863 1.701 0.786 0.11
H 5.643321 0.767329 3.629306 0.982 -0.245 -1.702 0.10
H 1.893645 3.417637 3.311676 -2.165 -1.076 -1.170 0.13
H 2.186062 4.788905 0.968928 -0.707 -0.074 1.139 0.01
H 0.612488 5.904295 2.239777 0.446 -1.098 -0.222 0.01
H -0.571072 3.529150 0.358717 0.090 0.973 -0.230 -0.07
H 0.626440 4.406206 4.920686 -1.051 -2.526 0.284 0.14
H -1.905450 4.189904 5.946975 2.067 -1.302 0.318 0.07
H -0.445171 4.479998 7.032632 -0.930 -2.264 -1.433 0.11
H -1.299466 2.700589 6.918314 0.976 2.041 -1.209 0.06
H 2.423139 3.091529 5.577053 -2.110 -1.243 0.397 0.12
H 1.591696 1.416156 5.583362 -0.650 1.798 0.196 0.06
H 2.371008 1.915888 7.849056 -1.960 1.646 -0.637 0.10
H 1.392852 3.616340 7.970317 0.080 -2.345 -0.849 0.09
H 0.492298 1.869556 7.921690 1.980 1.789 -0.835 0.06
H -3.405380 -0.818738 4.726614 -0.565 1.721 -1.685 0.07
H -3.615560 -0.477642 2.878129 -0.201 0.725 1.865 0.06
H -4.811834 0.275885 4.116486 2.221 -0.250 -0.339 0.10
H -4.258214 2.578995 4.417548 1.526 -0.738 0.991 0.14
H 0.771232 0.150864 4.099892 -2.136 0.359 0.375 0.09
H -1.632025 -1.344700 2.691408 1.590 0.376 1.519 0.09
H 0.215134 -1.653916 2.745417 -1.945 0.926 1.485 0.11
H -1.978696 -2.605548 5.002208 2.178 0.289 -0.998 0.06
H -0.927862 -3.573849 3.780384 -0.075 2.093 1.412 0.09
H -0.019088 -2.751962 5.205416 -2.185 0.598 -1.606 0.09
H -2.882438 0.413276 1.041540 0.884 2.602 0.269 0.15
H -1.745273 1.428520 -0.012755 -1.022 0.050 2.335 0.15
H -2.687049 3.826391 -0.446590 -0.218 0.646 1.313 0.11
N -1.225493 -4.050108 7.416718 0.014 0.023 -0.017 -0.01
C -0.192169 -4.656959 8.081931 0.081 -0.068 0.096 -0.14
C -0.637227 -5.878439 8.535924 0.342 0.226 -0.027 -0.11
C -1.984636 -6.015603 8.124931 -0.310 0.155 -0.215 -0.11
C -2.321132 -4.873520 7.433302 -0.097 -0.083 0.025 -0.14
H -1.185563 -3.137888 6.980952 -0.029 -0.373 0.255 0.08
H 0.768299 -4.168300 8.176414 -0.149 -0.104 0.032 0.10
H -0.054042 -6.593967 9.100942 -0.094 0.139 -0.102 0.09
H -2.638835 -6.857187 8.312660 0.107 0.163 -0.040 0.10
H -3.244375 -4.576518 6.953951 0.120 -0.080 0.114 0.10
N 0.472006 -1.717889 -5.502592 -0.027 -0.044 0.112 0.01
C 0.196522 -2.818041 -6.272211 -0.109 -0.041 0.028 -0.13
C -1.132895 -2.766863 -6.627501 0.340 -0.264 -0.098 -0.09
C -1.676878 -1.591363 -6.056954 0.004 0.342 0.207 -0.11
C -0.663239 -0.961303 -5.370301 0.039 -0.017 0.124 -0.17
H 1.372298 -1.498172 -5.096598 -0.302 0.016 -0.348 0.12
H 0.967585 -3.542012 -6.499233 -0.162 0.111 0.006 0.11
H -1.654247 -3.496643 -7.233259 0.102 0.150 0.097 0.10
H -2.697932 -1.241733 -6.138759 0.073 -0.086 -0.012 0.09
H -0.652963 -0.042484 -4.799310 0.024 -0.131 -0.063 0.09
N 3.662457 -7.004999 0.064276 -0.074 0.224 0.020 0.01
C 2.959436 -6.510832 1.132029 -0.018 -0.045 0.058 -0.13
C 2.992116 -5.135898 1.063565 -0.200 -0.281 0.188 -0.13
C 3.736065 -4.788693 -0.089357 0.151 -0.095 -0.345 -0.13
C 4.135357 -5.962110 -0.689019 0.042 -0.010 -0.047 -0.13
H 3.808631 -7.985711 -0.136894 -0.053 0.361 0.076 0.15
H 2.498685 -7.178046 1.848094 0.089 0.150 -0.099 0.11
H 2.529052 -4.456392 1.767250 0.074 -0.146 -0.045 0.08
H 3.956233 -3.790199 -0.444349 0.022 -0.163 0.026 0.08
H 4.715082 -6.143745 -1.584168 -0.086 0.069 0.173 0.11
N -2.018384 1.999397 -6.033052 -0.082 0.029 -0.119 0.00
C -2.721406 2.493563 -4.965298 -0.016 0.025 0.156 -0.16
C -2.688726 3.868498 -5.033762 -0.136 -0.215 0.263 -0.12
C -1.944777 4.215703 -6.186684 0.210 -0.087 -0.295 -0.11
C -1.545485 3.042286 -6.786346 0.039 0.069 -0.015 -0.13
H -1.872211 1.018685 -6.234222 0.018 0.254 -0.049 0.10
H -3.182157 1.826350 -4.249233 0.014 0.101 -0.107 0.10
H -3.151790 4.548003 -4.330077 0.048 -0.109 -0.131 0.09
H -1.724609 5.214197 -6.541676 -0.049 -0.190 0.047 0.10
H -0.965760 2.860650 -7.681495 -0.091 0.052 0.158 0.11
N 3.890657 0.747157 -5.785029 -0.078 -0.034 0.089 0.00
C 3.780448 1.865256 -6.570043 -0.015 0.005 -0.005 -0.14
C 3.381858 1.465817 -7.826138 0.033 0.287 0.184 -0.11
C 3.241020 0.057807 -7.795950 -0.042 -0.345 0.153 -0.11
C 3.558576 -0.359297 -6.522719 -0.042 0.020 -0.094 -0.16
H 4.172052 0.739725 -4.813230 -0.048 0.153 -0.255 0.12
H 3.996039 2.846598 -6.169167 0.014 -0.152 -0.113 0.11
H 3.209840 2.118185 -8.672397 0.046 -0.111 0.154 0.10
H 2.939709 -0.582837 -8.614649 0.050 0.104 0.149 0.10
H 3.577882 -1.346231 -6.080052 0.105 0.101 -0.136 0.10
N -5.014682 0.846087 -7.829645 0.051 -0.066 0.066 0.00
C -6.293604 0.510393 -7.468802 -0.099 -0.026 0.008 -0.14
C -6.797262 -0.339613 -8.427978 -0.107 0.148 0.363 -0.12
C -5.784310 -0.527844 -9.398409 0.379 0.050 -0.121 -0.12
C -4.693624 0.213462 -9.002425 0.016 -0.040 -0.085 -0.15
H -4.403160 1.463258 -7.311214 -0.202 -0.127 -0.182 0.12
H -6.735173 0.905290 -6.563657 0.037 -0.060 -0.180 0.10
H -7.786863 -0.777812 -8.428054 0.169 0.089 0.011 0.09
H -5.843814 -1.138923 -10.289771 0.024 0.119 0.152 0.09
H -3.719601 0.345628 -9.454283 -0.183 -0.024 0.036 0.10
```
Forces are in eV/Å.

Summary:
**Charge**: +1
**LUMO level**: -4.00 eV
**HOMO-LUMO gap**: 5.378 eV



Computed, not measured: an isolated molecule of C2H6N4S, with ωB97M-V/def2-TZVPD.

```
13
Properties=species:S:1:pos:R:3:forces:R:3:lowdin_charge:R:1
C -0.609695 -0.457078 0.394816 -0.205 0.052 -1.735 -0.72
C -0.669922 0.935506 0.952916 2.953 -0.395 0.295 -0.13
N 0.122426 -1.481238 0.918510 -1.102 0.730 -0.012 -0.03
N 1.328442 -1.662904 0.543769 -0.407 -0.481 0.616 -0.01
N 0.994580 0.001430 -0.994748 -2.183 1.565 3.988 0.03
N 1.680089 -0.974954 -0.486812 1.597 -0.712 -1.248 -0.18
S -2.178084 -0.815724 -0.376977 0.121 -0.208 0.234 0.79
H -0.601552 0.752068 2.018954 0.413 0.505 0.418 0.08
H -1.544747 1.508418 0.814806 -1.113 0.318 -0.731 0.04
H 0.257067 1.437903 0.510028 -1.333 -0.303 1.047 0.10
H 0.798675 0.152534 -1.931549 0.308 -0.934 -2.455 0.04
H 2.373659 -1.491182 -0.977549 0.861 -0.078 -0.573 0.14
H -1.872302 -1.990967 -0.943986 0.090 -0.059 0.155 -0.13
```
Forces are in eV/Å.

Summary:
**Charge**: 0
**LUMO level**: 0.74 eV
**HOMO-LUMO gap**: 8.553 eV
**ΔE to the lowest compared entry with this formula, charge and spin**: 116.3 kcal/mol



Computed, not measured: a structure of composition C16H11IIrN2Se, with ωB97M-V/def2-TZVPD.

```
32
Properties=species:S:1:pos:R:3:forces:R:3:lowdin_charge:R:1
Ir -1.379830 0.311602 1.281938 0.224 -2.637 0.713 0.81
I -1.915219 2.907186 1.729910 1.517 -0.222 -0.199 1.05
C 0.267589 2.841923 1.325230 0.133 0.091 0.002 -0.44
C 0.821491 4.132914 1.399263 -0.095 -0.411 -0.043 -0.10
C 2.176766 4.325195 1.179516 -0.093 0.028 0.017 0.01
C 2.988153 3.234937 0.885003 0.383 0.086 -0.045 0.07
C 2.470683 1.931834 0.802697 0.376 0.944 0.012 -0.16
C 3.359995 0.881452 0.499427 0.314 -0.165 -0.064 0.08
C 2.929713 -0.440396 0.398871 -0.124 -0.481 -0.149 0.01
C 1.595125 -0.735906 0.600910 0.271 0.091 -0.049 -0.05
C 0.715450 0.299824 0.900392 -3.134 1.670 1.604 -0.17
C 1.088057 1.682156 1.019657 0.149 0.041 -0.075 -0.22
H 0.204712 4.998721 1.628144 0.019 -0.243 -0.030 0.11
H 2.603696 5.323120 1.237035 -0.103 -0.165 -0.001 0.14
H 4.049118 3.415598 0.717111 -0.180 -0.176 0.007 0.15
H 4.416773 1.089195 0.335931 -0.246 0.143 0.075 0.15
H 3.638245 -1.229872 0.163649 -0.078 0.150 0.039 0.14
H 1.228293 -1.754404 0.529786 0.242 0.138 0.084 0.10
Se -3.704260 0.537823 -1.205750 -0.517 -0.180 -0.625 1.13
N -2.427356 -0.377365 -0.333550 0.833 1.003 1.600 -0.49
C -2.239246 -1.584547 -0.875508 1.259 -0.509 1.166 -0.40
C -1.310862 -2.509212 -0.403522 -0.115 0.039 -0.082 0.04
C -1.204128 -3.745140 -1.055328 -0.672 -0.945 -1.387 0.00
C -2.024103 -4.032919 -2.162738 1.450 -0.134 1.541 0.02
C -2.953182 -3.084795 -2.620889 -0.367 0.097 -0.360 0.10
C -3.042668 -1.861025 -1.957199 -1.346 0.719 -1.088 -0.38
N -3.888111 -0.876933 -2.298281 -0.850 -0.249 -1.112 -0.19
H -0.685295 -2.276812 0.449422 -0.153 -0.082 0.060 0.08
H -0.488829 -4.476251 -0.703308 -0.065 -0.023 -0.046 0.12
H -1.937916 -4.987881 -2.662254 0.002 0.001 0.018 0.13
H -3.587240 -3.298763 -3.471857 -0.034 0.094 0.036 0.15
H -1.765614 -0.641259 2.666293 1.004 1.285 -1.617 0.03
```
Forces are in eV/Å.

Summary:
**Spin multiplicity**: 6
**Charge**: +2
**LUMO level (alpha / beta)**: -8.16 / -10.27 eV
**<S²>**: 8.826
**HOMO-LUMO gap (alpha / beta)**: 4.901 / 5.312 eV
**ΔE to the lowest compared entry with this formula, charge and spin**: 0.7 kcal/mol



Computed, not measured: a structure of composition C12H23NNiO3P2, with ωB97M-V/def2-TZVPD.

```
42
Properties=species:S:1:pos:R:3:forces:R:3:lowdin_charge:R:1
Ni -1.463905 -0.624543 2.143399 -1.094 -1.337 -1.737 0.39
O 0.828896 0.908295 -2.028705 -0.738 -0.867 0.353 0.09
C 0.127032 0.311700 -2.820169 0.239 0.078 -0.351 -0.40
O 1.064911 -2.270070 -1.291520 -0.171 0.849 -1.980 0.07
C 1.020958 -2.076368 -2.500268 -0.071 -0.215 0.373 -0.42
O 1.557011 -2.943270 -3.412781 -0.719 0.950 1.156 0.06
N 0.329956 -1.043300 -3.231006 1.024 -0.128 2.274 0.05
C 1.295930 -2.490291 -4.750700 0.711 -0.739 -0.167 -0.10
C 0.443225 -1.276594 -4.648605 -0.896 0.692 0.113 -0.13
H 0.774798 -3.272628 -5.284572 0.187 -0.310 -0.089 0.14
H 2.247775 -2.258194 -5.214564 0.123 -0.227 -0.121 0.14
H -0.561832 -1.454140 -4.990954 -0.192 0.033 -0.845 0.13
H 0.911157 -0.411418 -5.096213 -0.110 0.108 -0.534 0.14
C -0.958646 0.996783 -3.605543 -0.398 1.166 -0.054 -0.07
C -1.479345 2.180238 -3.202926 0.490 -0.770 -0.064 0.07
H -1.253273 0.577550 -4.578744 0.122 0.188 0.618 0.11
H -1.198472 2.582817 -2.208348 -0.093 -0.121 -0.910 0.06
H -2.156334 2.771480 -3.848088 0.352 -0.574 0.604 0.09
C -2.035464 1.580152 0.620016 0.595 0.183 -0.326 -0.20
P -0.969801 1.398315 2.089928 0.040 3.318 0.245 0.86
C -1.604699 2.582490 3.298121 -0.569 -0.179 0.492 -0.20
C 0.874961 1.714404 2.148938 -0.205 -0.384 -0.623 -0.30
C 1.640023 0.494734 2.726661 -0.101 -0.413 -0.590 -0.32
P 0.697684 -1.100730 2.292410 1.562 0.912 2.216 0.97
C 1.831362 -2.515454 2.453812 -0.333 -0.549 -0.519 -0.20
C -0.472636 -1.186430 3.794210 0.037 -0.346 -0.090 -0.26
H -1.834691 2.523124 0.097096 -0.246 -0.248 -0.100 0.07
H -3.086382 1.526206 0.961560 0.492 0.187 -0.074 0.08
H -1.823601 0.722685 -0.037247 -0.088 0.396 -0.256 0.05
H -1.365995 2.314346 4.319311 0.323 -0.275 0.264 0.06
H -1.242638 3.593514 3.175292 0.390 0.215 -0.454 0.07
H -2.683055 2.651006 3.279293 -0.399 -0.141 -0.216 0.06
H 1.176823 1.875443 1.105906 0.083 0.021 0.156 0.10
H 1.081783 2.632392 2.723157 -0.317 -0.343 -0.259 0.11
H 2.628101 0.423563 2.238727 -0.404 0.023 0.199 0.10
H 1.827917 0.576780 3.819094 -0.340 -0.242 -0.628 0.11
H 1.923095 -2.952470 3.451993 -0.300 0.415 0.055 0.07
H 1.380960 -3.261130 1.800411 0.241 -0.328 -0.085 0.05
H 2.840973 -2.318127 2.085430 -0.262 0.325 -0.166 0.08
H -1.136977 -0.220808 3.746380 0.868 -1.038 1.350 0.03
H -0.037421 -1.204308 4.796139 -0.207 -0.105 -0.176 0.10
H -1.140181 -2.057738 3.583686 0.372 -0.179 0.945 0.09
```
Forces are in eV/Å.

Summary:
**Spin multiplicity**: 3
**Charge**: +2
**LUMO level (alpha / beta)**: -7.94 / -9.54 eV
**<S²>**: 2.012
**HOMO-LUMO gap (alpha / beta)**: 6.986 / 5.383 eV
**ΔE to the lowest compared entry with this formula, charge and spin**: 38.6 kcal/mol